Record 1
Molecular formula: H39O20
Method: DFT, the ωB97M-V functional and the def2-TZVPD basis

The total charge is -1. The value obtained for the HOMO-LUMO gap is 8.81 eV. The value obtained for the energy above the lowest of the compared OMol25 structures with the same formula, charge and spin is 517.5 kJ/mol. The spin multiplicity is 1.

Geometry (Å):
O1 -2.563 -1.368 -0.009
H1 -3.592 0.897 -2.077
O2 -0.393 -3.384 3.309
H2 0.192 -3.655 2.621
H3 -0.857 -4.053 3.767
O3 0.609 -1.034 2.377
H4 1.040 3.012 -3.418
H5 0.290 -1.467 1.583
O4 -1.993 0.804 3.296
H6 -1.130 0.980 2.864
H7 -2.573 3.748 1.044
O5 -2.075 4.074 0.319
H8 1.609 1.008 0.557
H9 -0.122 -1.070 2.978
O6 1.363 -3.716 -1.400
H10 -3.013 -1.665 -0.778
H11 -2.693 0.672 2.698
O7 -0.072 0.438 -1.569
H12 -0.135 -0.307 -1.020
H13 -0.114 1.387 -1.611
O8 2.371 -0.542 -1.067
H14 0.778 -3.994 -2.078
H15 0.588 -0.916 -4.344
O9 5.148 1.961 2.892
H16 5.367 1.022 2.680
H17 4.253 1.948 2.437
O10 4.932 -0.347 1.448
H18 4.045 -0.737 1.339
H19 4.802 0.490 0.985
O11 2.288 0.567 1.163
H20 -0.609 2.353 0.208
H21 1.799 0.226 1.954
O12 -4.118 0.938 -2.928
H22 2.021 -2.728 1.187
H23 1.784 -2.864 -1.617
O13 0.358 2.196 -0.023
H24 0.805 3.069 0.132
H25 1.709 -0.369 -0.226
O14 0.229 2.769 -2.944
H26 3.354 -0.392 -0.743
H27 -0.100 2.049 -3.466
O15 -3.246 0.941 -0.507
H28 -2.393 1.422 -0.510
H29 -2.870 -0.017 -0.093
O16 -4.124 -0.808 1.868
H30 -3.600 -0.695 2.636
H31 -2.724 4.192 -0.472
O17 2.968 -2.926 1.169
H32 -3.527 -1.067 1.090
H33 3.182 -2.785 0.249
O18 1.345 -1.041 -4.972
H34 2.141 -0.912 -4.482
H35 -4.780 1.337 -2.351
O19 -2.414 3.415 -2.546
H36 -2.558 2.486 -2.852
H37 -2.125 3.930 -3.297
O20 -0.437 -2.931 0.409
H38 -0.086 -3.662 -0.032
H39 -1.290 -2.513 0.266

Atom charges from the Löwdin analysis, given in e for atoms 1 to 4: O -0.2794; H -0.0282; O -0.0257; H 0.0073

Record 2
Molecular formula: C17H16FN3OS
Method: DFT, the ωB97M-V functional and the def2-TZVPD basis

The total charge is 0. The value obtained for the HOMO-LUMO gap is 7.68 eV. The value obtained for the energy above the lowest of the compared OMol25 structures with the same formula, charge and spin is 1386.6 kJ/mol. Its structure (SMILES) is Cc1ccc(CSc2nnc(CNc3ccc(F)cc3)o2)cc1. The spin multiplicity is 1.

Geometry (Å):
C1 -6.066 -0.266 -0.304
C2 -4.531 0.093 -0.159
C3 -4.196 1.388 0.450
C4 -2.980 1.619 0.652
C5 -1.983 0.640 0.099
C6 -0.544 1.152 0.459
S1 -0.067 2.327 -0.861
C7 1.638 2.514 -0.514
N1 2.513 3.050 -1.355
N2 3.646 2.616 -0.634
C8 3.531 1.628 0.229
C9 4.579 1.021 0.816
N3 4.517 -0.327 0.328
C10 3.353 -1.150 -0.028
C11 2.299 -1.116 1.208
C12 1.293 -1.892 0.941
C13 1.102 -2.699 -0.099
F1 -0.020 -3.547 -0.333
C14 2.130 -2.555 -1.503
C15 3.324 -1.899 -1.099
O1 2.124 1.544 0.454
C16 -2.387 -0.460 -0.337
C17 -3.744 -0.852 -0.417
H1 -6.717 0.084 0.259
H2 -6.230 -1.322 -0.228
H3 -6.493 0.247 -1.289
H4 -5.101 2.157 0.853
H5 -2.828 2.517 1.173
H6 -0.480 1.818 1.479
H7 -0.022 0.446 0.204
H8 5.489 1.421 0.866
H9 4.154 0.646 1.899
H10 5.060 -0.356 -0.767
H11 2.527 -0.527 1.910
H12 0.567 -2.091 1.715
H13 2.042 -3.156 -2.185
H14 4.009 -2.070 -1.861
H15 -1.600 -1.007 -0.823
H16 -3.909 -1.637 -1.198

Atom charges from the Löwdin analysis, given in e for atoms 1 to 4: C -0.0205; C -0.2547; C -0.0624; C -0.0826

Record 3
Molecular formula: C6H11N3O
Method: DFT, the ωB97M-V functional and the def2-TZVPD basis

The total charge is 0. The value obtained for the HOMO-LUMO gap is 10.00 eV. The value obtained for the energy above the lowest of the compared OMol25 structures with the same formula, charge and spin is 333.8 kJ/mol. Its structure (SMILES) is [H]/N=C(/O)CN1C[C@H]1[C@H]1CN1. The spin multiplicity is 1.

Geometry (Å):
H1 2.669 -1.397 -0.839
N1 3.336 -0.688 -0.531
C1 2.708 0.242 0.065
O1 3.367 1.333 0.471
C2 1.214 0.451 0.106
N2 0.524 -0.738 -0.330
C3 -0.035 -1.633 0.670
C4 -0.922 -0.825 -0.209
C5 -1.731 0.306 0.345
C6 -2.529 1.152 -0.574
N3 -3.187 0.201 0.319
H2 3.923 1.623 -0.295
H3 0.963 0.778 1.131
H4 0.963 1.287 -0.566
H5 0.101 -2.702 0.492
H6 0.039 -1.320 1.717
H7 -1.400 -1.324 -1.061
H8 -1.343 0.764 1.259
H9 -2.688 2.207 -0.340
H10 -2.490 0.912 -1.640
H11 -3.481 -0.630 -0.191

Atom charges from the Löwdin analysis, given in e for atoms 1 to 4: H 0.0480; N 0.1605; C -0.5011; O 0.0360

Record 4
Molecular formula: C3H3ClNO2
Method: DFT, the ωB97M-V functional and the def2-TZVPD basis

The total charge is -1. The value obtained for the HOMO-LUMO gap (alpha / beta) is 6.80 / 6.80 eV. The value obtained for the energy above the lowest of the compared OMol25 structures with the same formula, charge and spin is 618.2 kJ/mol. The spin multiplicity is 1.

Geometry (Å):
C1 0.432 -0.038 0.461
C2 -0.625 0.779 0.146
C3 1.109 -0.917 -0.185
N1 -0.982 -0.540 -1.734
O1 -1.638 -0.649 -2.785
O2 -1.373 0.506 -0.959
Cl1 1.615 0.900 2.952
H1 0.996 0.300 1.491
H2 -1.021 1.567 0.755
H3 1.486 -1.908 -0.141

Atom charges from the Löwdin analysis, given in e for atoms 1 to 4: C -0.3760; C -0.2098; C 0.1472; N -0.0971

Record 5
Molecular formula: C44H62BGaN7O2SSi
Method: DFT, the ωB97M-V functional and the def2-TZVPD basis

The total charge is +1. The value obtained for the HOMO-LUMO gap is 4.27 eV. The spin multiplicity is 1.

Geometry (Å):
Ga1 -0.829 0.059 -0.194
C1 2.478 0.579 -2.056
N1 3.124 -0.695 -2.219
C2 4.564 -0.650 -2.298
C3 2.443 -1.876 -2.231
N2 1.053 -1.839 -2.003
C4 0.376 -2.917 -1.330
C5 -0.415 -3.739 -2.103
C6 -1.054 -4.859 -1.566
C7 -0.856 -5.180 -0.254
C8 -0.068 -4.359 0.582
C9 0.126 -4.720 1.931
C10 0.840 -3.912 2.772
C11 1.369 -2.715 2.299
C12 1.223 -2.321 0.977
N3 1.646 -1.048 0.625
C13 2.791 -0.612 1.074
N4 2.946 0.706 1.357
C14 4.179 1.435 1.167
C15 1.788 1.514 1.633
N5 3.911 -1.389 1.242
C16 4.743 -1.259 2.417
C17 4.058 -2.660 0.579
C18 0.519 -3.163 0.065
N6 3.100 -2.954 -2.800
C19 2.757 -4.316 -2.444
C20 3.420 -2.841 -4.222
H1 2.120 0.965 -3.017
H2 3.192 1.289 -1.643
H3 1.631 0.483 -1.371
H4 4.966 -0.269 -1.354
H5 4.879 0.018 -3.104
H6 4.972 -1.640 -2.472
H7 -0.518 -3.531 -3.159
H8 -1.658 -5.483 -2.206
H9 -1.299 -6.072 0.164
H10 -0.297 -5.648 2.287
H11 0.977 -4.177 3.810
H12 1.878 -2.050 2.982
H13 4.941 0.793 0.734
H14 4.551 1.836 2.114
H15 4.002 2.281 0.496
H16 0.987 0.881 2.013
H17 1.430 2.046 0.744
H18 2.045 2.253 2.392
H19 4.402 -0.434 3.032
H20 5.784 -1.096 2.134
H21 4.685 -2.178 3.007
H22 3.519 -2.637 -0.363
H23 3.692 -3.502 1.177
H24 5.120 -2.815 0.376
H25 2.429 -4.379 -1.411
H26 3.656 -4.926 -2.557
H27 1.976 -4.728 -3.091
H28 3.592 -1.806 -4.495
H29 2.592 -3.221 -4.830
H30 4.310 -3.431 -4.435
N7 -2.326 1.626 -1.752
H31 -2.765 1.283 -2.600
H32 -1.830 2.481 -1.986
H33 -3.070 1.884 -1.108
C21 -0.627 0.505 5.087
S1 -0.798 -0.529 3.599
C22 -2.110 -1.619 4.222
H34 -0.403 -0.132 5.938
H35 -1.554 1.048 5.249
H36 0.187 1.200 4.915
H37 -1.699 -2.278 4.983
H38 -2.478 -2.197 3.382
H39 -2.904 -1.004 4.640
C23 -1.514 1.887 -8.486
C24 -1.732 0.370 -8.386
C25 -3.107 0.016 -8.966
C26 -0.672 -0.360 -9.221
C27 -1.618 0.006 -6.912
C28 -2.746 -0.069 -6.098
C29 -2.687 -0.337 -4.736
C30 -1.443 -0.550 -4.186
O1 -1.067 -0.908 -2.910
B1 0.286 -1.190 -3.020
O2 0.790 -0.863 -4.263
C31 -0.307 -0.498 -4.996
C32 -0.364 -0.199 -6.337
H40 -1.584 2.213 -9.521
H41 -0.533 2.159 -8.104
H42 -2.267 2.417 -7.908
H43 -3.089 0.167 -10.042
H44 -3.895 0.645 -8.560
H45 -3.351 -1.027 -8.774
H46 -0.853 -0.182 -10.278
H47 -0.723 -1.431 -9.042
H48 0.332 -0.012 -9.001
H49 -3.722 0.084 -6.529
H50 -3.589 -0.414 -4.151
H51 0.547 -0.162 -6.907
C33 -6.156 1.984 1.736
C34 -5.254 1.267 2.509
C35 -3.901 1.500 2.381
C36 -3.404 2.478 1.521
C37 -4.326 3.200 0.767
C38 -5.684 2.953 0.868
Si1 -1.524 2.634 1.414
C39 -0.850 4.220 0.624
C40 0.335 4.743 1.144
C41 1.005 5.782 0.529
C42 0.509 6.330 -0.645
C43 -0.678 5.845 -1.168
C44 -1.341 4.804 -0.542
H52 -7.217 1.799 1.819
H53 -5.612 0.526 3.209
H54 -3.196 0.926 2.966
H55 -3.990 3.993 0.115
H56 -6.383 3.523 0.272
H57 -1.103 2.780 2.840
H58 0.733 4.326 2.059
H59 1.917 6.169 0.962
H60 1.035 7.132 -1.142
H61 -1.084 6.280 -2.072
H62 -2.272 4.457 -0.970

Atom charges from the Löwdin analysis, given in e for atoms 1 to 4: Ga 0.8005; C 0.0034; N -0.0662; C -0.0074

Record 6
Molecular formula: C4H14OSi2
Method: DFT, the ωB97M-V functional and the def2-TZVPD basis

The total charge is 0. The value obtained for the HOMO-LUMO gap is 10.25 eV. The value obtained for the energy above the lowest of the compared OMol25 structures with the same formula, charge and spin is 281.7 kJ/mol. Its structure (SMILES) is C[SiH](C)[Si](C)(C)O. The spin multiplicity is 1.

Geometry (Å):
C1 -1.967 -1.696 0.083
Si1 -1.329 -0.045 -0.618
C2 -2.054 1.519 0.388
Si2 0.918 0.043 -0.172
C3 1.790 1.508 0.708
C4 2.051 -0.873 -1.568
O1 1.119 -1.148 1.408
H1 -1.318 -2.210 0.717
H2 -2.858 -1.668 0.822
H3 -2.408 -2.285 -0.633
H4 -1.860 -0.040 -1.921
H5 -2.416 1.143 1.284
H6 -1.265 2.263 0.687
H7 -2.749 2.049 -0.148
H8 1.187 1.915 1.493
H9 2.833 1.191 0.983
H10 1.954 2.481 0.051
H11 3.027 -0.712 -1.279
H12 1.694 -1.840 -1.624
H13 1.764 -0.557 -2.490
H14 1.887 -1.038 1.831

Atom charges from the Löwdin analysis, given in e for atoms 1 to 4: C -0.2513; Si 0.5837; C -0.2180; Si 0.6349

Record 7
Molecular formula: C9H12BrF4N3O3PS
Method: DFT, the ωB97M-V functional and the def2-TZVPD basis

The total charge is +1. The value obtained for the HOMO-LUMO gap is 6.48 eV. The spin multiplicity is 1.

Geometry (Å):
C1 0.221 3.089 -3.329
C2 -0.180 2.016 -3.766
C3 -0.819 0.585 -3.952
N1 0.190 -0.427 -3.504
C4 0.418 -0.714 -2.234
N2 -0.355 -0.066 -1.210
P1 -1.937 -0.812 -0.929
S1 -2.372 -1.073 0.931
N3 1.453 -1.705 -1.949
Br1 3.080 -1.188 -2.802
C5 1.788 -1.731 -0.505
F1 2.239 -0.457 -0.073
F2 0.745 -2.213 0.288
C6 3.037 -2.722 -0.216
F3 2.985 -3.880 -0.996
F4 2.845 -3.153 1.122
H1 0.370 4.174 -3.062
H2 -1.021 0.429 -5.063
H3 -1.817 0.484 -3.440
H4 0.707 -0.895 -4.266
H5 -0.400 0.957 -1.335
H6 -2.985 -0.146 -1.655
H7 -1.848 -2.125 -1.526
H8 4.031 -2.194 -0.228
C7 -1.342 0.938 5.156
C8 -0.220 0.901 4.159
O1 -0.707 1.720 3.101
C9 -1.636 2.559 3.637
O2 -2.117 3.485 3.059
O3 -1.942 2.206 4.914
H9 -0.990 0.865 6.185
H10 -2.086 0.156 4.979
H11 0.702 1.340 4.550
H12 -0.010 -0.108 3.805

Atom charges from the Löwdin analysis, given in e for atoms 1 to 4: C 0.1207; C -0.0848; C -0.1166; N 0.0933

Record 8
Molecular formula: C24H27AsBr4N3O3RuS2
Method: DFT, the ωB97M-V functional and the def2-TZVPD basis

The total charge is +1. The value obtained for the HOMO-LUMO gap (alpha / beta) is 5.18 / 5.17 eV. The value obtained for the energy above the lowest of the compared OMol25 structures with the same formula, charge and spin is 0.0 kJ/mol. The spin multiplicity is 1.

Geometry (Å):
Ru1 0.627 0.339 -0.464
S1 0.937 1.322 1.743
C1 -0.619 0.612 1.862
N1 -0.967 -0.062 0.790
C2 -2.251 -0.569 0.852
C3 -2.915 -1.269 -0.151
C4 -4.213 -1.681 0.091
C5 -4.842 -1.408 1.310
C6 -4.187 -0.713 2.311
C7 -2.885 -0.292 2.070
S2 -1.829 0.650 3.101
H1 -2.416 -1.469 -1.092
H2 -4.751 -2.227 -0.672
H3 -5.856 -1.745 1.474
H4 -4.678 -0.497 3.250
Br1 3.971 1.078 -6.493
C8 2.749 0.624 -5.157
C9 1.528 -0.093 -5.526
Br2 1.235 -0.521 -7.318
C10 0.612 -0.461 -4.590
Br3 -0.960 -1.402 -4.957
C11 0.849 -0.114 -3.221
O1 0.114 -0.458 -2.259
C12 2.052 0.616 -2.857
O2 2.198 0.839 -1.628
C13 3.011 0.958 -3.865
Br4 4.546 1.852 -3.292
C14 0.354 -2.726 2.638
C15 0.655 -3.023 1.173
As1 1.761 -1.668 0.315
C16 3.228 -1.369 1.552
C17 4.055 -2.610 1.865
C18 2.612 -2.576 -1.199
C19 2.681 -4.098 -1.129
H5 -0.258 -3.523 3.061
H6 -0.189 -1.790 2.764
H7 1.266 -2.664 3.232
H8 -0.264 -3.091 0.588
H9 1.174 -3.977 1.075
H10 2.788 -0.935 2.449
H11 3.836 -0.585 1.097
H12 3.442 -3.417 2.269
H13 4.817 -2.375 2.609
H14 4.569 -2.987 0.980
H15 3.610 -2.136 -1.272
H16 2.066 -2.273 -2.093
H17 3.187 -4.448 -0.230
H18 3.228 -4.486 -1.988
H19 1.685 -4.542 -1.148
N2 -0.458 2.045 -0.950
C20 -1.371 2.754 -0.878
N3 -2.387 3.564 -0.793
C21 -2.382 4.636 0.220
C22 -3.211 4.184 1.411
O3 -4.512 3.807 1.000
C23 -4.485 2.712 0.105
C24 -3.730 3.073 -1.162
H20 -2.817 5.525 -0.238
H21 -1.353 4.847 0.507
H22 -3.325 4.996 2.126
H23 -2.713 3.340 1.908
H24 -5.519 2.462 -0.126
H25 -4.011 1.843 0.581
H26 -4.238 3.875 -1.698
H27 -3.624 2.213 -1.822

Atom charges from the Löwdin analysis, given in e for atoms 1 to 4: Ru 0.8394; S 0.6083; C -1.1298; N -0.1868